*i*
Molecular formula: C3H8NOS
Method: DFT, ωB97M-V/def2-TZVPD

Geometry as XYZ:
```
14
C3H8NOS, DFT ωB97M-V/def2-TZVPD
O -0.67024 -0.71506 -2.13905
C -0.99666 0.12295 -1.27921
C -0.56436 -0.24170 0.13278
C 0.61432 0.75171 0.52769
S 0.00266 2.50335 0.65692
N 0.02887 -1.68452 0.17629
H -1.15572 1.13625 -1.68467
H -1.41249 -0.25363 0.83720
H 1.12151 0.24732 1.41383
H 1.46464 0.75302 -0.17667
H 1.04033 3.42089 0.93374
H -0.73743 -2.34593 0.26909
H 0.61701 -1.89113 -0.66825
H 0.64756 -1.80351 1.00032
```

Results
Spin multiplicity ... 1
LUMO energy ... -0.1463 hartree
Kohn-Sham gap ... 9.36 eV
Charge ... +1
HOMO energy ... -13.35 eV

=====

*ii*
Molecular formula: C3H8NOS
Method: DFT, ωB97M-V/def2-TZVPD

Geometry as XYZ:
```
14
C3H8NOS, DFT ωB97M-V/def2-TZVPD
C -0.56709 -0.59502 0.03106
C -1.99670 -0.20748 -0.24572
C -0.86420 1.63773 -0.13806
N 0.02280 0.72969 0.13057
O -2.05938 1.21385 -0.25630
S 2.90025 -0.73702 0.27861
H -0.35693 -1.18279 1.01218
H -0.04081 -1.04624 -0.66220
H -2.30757 -0.60678 -1.24929
H -2.76735 -0.73540 0.47808
H -0.67509 2.74790 -0.16640
H 0.98990 0.72806 0.13635
H 3.67317 -1.59298 0.94932
H 4.04901 -0.35354 -0.29821
```

Results
Spin multiplicity ... 1
LUMO energy ... -0.1492 hartree
Kohn-Sham gap ... 9.62 eV
Charge ... +1
HOMO energy ... -13.68 eV

=====

So which one is most stable? That would be *ii*, about 8.8 kcal/mol below the next structure.

=====

*i*
Molecular formula: C5H5ClF2
Method: DFT, ωB97M-V/def2-TZVPD

Geometry as XYZ:
```
13
C5H5ClF2, DFT ωB97M-V/def2-TZVPD
C 0.30577 1.52295 1.43045
C -0.52191 0.61271 0.89050
C -0.18567 -0.78099 0.45579
C -0.39009 -0.78413 -0.98795
C 0.59912 -0.62029 -1.84962
H -0.03230 2.52618 1.64458
H -1.54623 0.98524 0.77428
H -0.84305 -1.54376 0.92925
H 0.33571 -0.81935 -2.86522
H 1.56124 -0.36373 -1.43500
F 1.59243 1.35059 1.77945
F 1.16168 -1.03385 0.71826
Cl -2.03669 -1.05157 -1.48477
```

Results
Spin multiplicity ... 1
LUMO energy ... 0.0304 hartree
Kohn-Sham gap ... 10.40 eV
Charge ... 0
HOMO energy ... -9.58 eV

=====

*ii*
Molecular formula: C5H5ClF2
Method: DFT, ωB97M-V/def2-TZVPD

Geometry as XYZ:
```
13
C5H5ClF2, DFT ωB97M-V/def2-TZVPD
C 2.10827 -1.41245 0.19579
C 1.51349 0.01047 0.05530
C 2.25813 1.04601 -0.19252
C 0.01326 0.20868 -0.07097
C -0.90822 -0.71830 -0.10992
H 3.14298 -1.52341 0.70580
H 2.19806 -2.02085 -0.82747
H 1.01761 -1.82937 0.99598
H 1.92007 2.04341 -0.30514
H 3.40414 0.78550 -0.09845
F -0.94020 -2.03544 -0.18396
F -2.24126 -0.51111 0.11642
Cl -0.76231 1.80337 0.05124
```

Results
Spin multiplicity ... 1
LUMO energy ... 0.0250 hartree
Kohn-Sham gap ... 10.08 eV
Charge ... 0
HOMO energy ... -9.40 eV

=====

So which one is most stable? That would be *i*, about 44.7 kcal/mol below the next structure.

=====

*i*
Molecular formula: C3H6OS2
Method: DFT, ωB97M-V/def2-TZVPD

Geometry as XYZ:
```
12
C3H6OS2, DFT ωB97M-V/def2-TZVPD
C 0.59057 0.96636 -0.80538
C -0.64179 1.24258 -0.06445
C 0.29624 0.21877 0.46818
O -1.29948 -1.62078 -0.47870
S 1.16247 -2.81923 0.03268
S -0.15883 -1.55505 0.41369
H 0.59011 0.42067 -1.78262
H 1.47735 1.77469 -0.97523
H -0.83836 2.28231 0.30137
H -1.55778 0.74210 -0.47767
H 1.09838 0.23829 1.76085
H -0.71886 -1.89072 1.60728
```

Results
Spin multiplicity ... 1
LUMO energy ... 0.0059 hartree
Kohn-Sham gap ... 9.64 eV
Charge ... 0
HOMO energy ... -9.49 eV

=====

*ii*
Molecular formula: C3H6OS2
Method: DFT, ωB97M-V/def2-TZVPD

Geometry as XYZ:
```
12
C3H6OS2, DFT ωB97M-V/def2-TZVPD
C -0.69695 -0.65399 1.08109
C 1.21204 -0.77925 -0.31188
C -0.46694 1.34367 -0.77197
H -1.57965 -0.97631 0.50708
H -0.90497 -0.78526 2.15860
H 1.89016 -1.49400 -0.73266
H 1.82403 -0.01063 0.14038
H -1.46711 1.46710 -1.23486
H 0.11206 2.22368 -0.87493
O 0.41258 -1.40868 0.66779
S 0.24467 -0.05571 -1.64922
S -0.57991 1.12936 1.02058
```

Results
Spin multiplicity ... 1
LUMO energy ... 0.0282 hartree
Kohn-Sham gap ... 9.60 eV
Charge ... 0
HOMO energy ... -8.84 eV

=====

*iii*
Molecular formula: C3H6OS2
Method: DFT, ωB97M-V/def2-TZVPD

Geometry as XYZ:
```
12
C3H6OS2, DFT ωB97M-V/def2-TZVPD
C -2.03539 -0.07732 -0.18176
C -0.15506 1.58321 -0.52602
C 0.05786 -1.60851 0.47331
O -4.56034 0.05495 0.12920
S -3.33281 0.82064 0.21488
S -1.57291 -1.65025 -0.56155
H -0.56194 2.61949 -0.64957
H 0.21832 1.50713 0.38616
H 0.11022 0.90054 -1.25576
H 0.52994 -0.84589 0.03185
H 0.55132 -2.66051 0.35789
H -0.18771 -1.49580 1.55423
```

Results
Spin multiplicity ... 1
LUMO energy (alpha / beta) ... -0.0228 / -0.0400 hartree
Kohn-Sham gap (alpha / beta) ... 7.73 / 7.36 eV
Charge ... 0
HOMO energy (alpha / beta) ... -8.35 / -8.45 eV

=====

So which one is most stable? That would be *ii*, about 90.1 kcal/mol below the next structure.

=====

*i*
Molecular formula: C5H11N4
Method: DFT, ωB97M-V/def2-TZVPD

Geometry as XYZ:
```
20
C5H11N4, DFT ωB97M-V/def2-TZVPD
C -1.34423 0.59027 -0.18785
C -1.03587 -0.71757 0.42979
C -0.15050 1.55218 -0.15461
C 1.50411 -0.17530 0.48436
C 0.49657 -1.19477 -0.06966
N -2.45842 0.78004 -0.70776
N -1.80440 -1.31914 1.18952
N 0.50126 -1.11575 -1.51287
N 0.83356 1.10551 0.86376
H 0.33180 1.55726 -1.13679
H -0.50082 2.56095 0.07989
H 2.03449 -0.56424 1.35342
H 2.22369 0.04475 -0.30789
H 0.68153 -2.19326 0.34884
H -2.64159 1.66732 -1.16852
H -1.53946 -2.23212 1.54447
H -0.32096 -1.55756 -1.91129
H 1.30834 -1.59581 -1.89631
H 1.54968 1.82798 1.00563
H 0.33121 0.97926 1.75387
```

Results
Spin multiplicity ... 1
LUMO energy ... -0.1346 hartree
Kohn-Sham gap ... 9.83 eV
Charge ... +1
HOMO energy ... -13.50 eV

=====

*ii*
Molecular formula: C5H11N4
Method: DFT, ωB97M-V/def2-TZVPD

Geometry as XYZ:
```
20
C5H11N4, DFT ωB97M-V/def2-TZVPD
C -1.39799 1.53372 -1.35635
C 2.05678 0.08616 0.68256
C -2.50904 0.53157 -1.45363
C 0.53819 -1.30721 2.28922
C 0.69361 -0.13966 1.30365
N 1.95645 -0.23778 -0.57893
N 0.68941 -0.62880 -0.90460
N -0.40241 1.56363 -0.65510
N -0.13847 -0.35693 0.10209
H -1.37325 2.23981 -2.10981
H 2.94720 0.26413 1.16670
H -2.09210 -0.39225 -1.87958
H -3.22725 1.02125 -2.17912
H -3.04748 0.41056 -0.49457
H -0.42801 -1.61302 2.38390
H 1.29203 -2.02644 1.78017
H 1.03076 -1.01536 3.20212
H 0.42041 0.73174 1.76571
H 2.70190 -0.20168 -1.26942
H 0.28926 -0.46343 -1.79501
```

Results
Spin multiplicity ... 1
LUMO energy (alpha / beta) ... -0.1745 / -0.1702 hartree
Kohn-Sham gap (alpha / beta) ... 7.82 / 7.74 eV
Charge ... +1
HOMO energy (alpha / beta) ... -12.57 / -12.37 eV

=====

So which one is most stable? That would be *i*, about 105.4 kcal/mol below the next structure.

=====

*i*
Molecular formula: C3H4S
Method: DFT, ωB97M-V/def2-TZVPD

Geometry as XYZ:
```
8
C3H4S, DFT ωB97M-V/def2-TZVPD
C 0.58050 -0.07901 -0.05088
C -0.39431 1.16170 -0.01007
C -0.38288 -1.24327 -0.08558
S -1.63220 -0.04254 -0.03636
H 1.15674 0.13738 -0.84293
H 1.17930 0.03625 0.77379
H -0.24629 2.13221 -0.37583
H -0.26085 -2.10271 0.62787
```

Results
Spin multiplicity ... 1
LUMO energy (alpha / beta) ... 0.0086 / 0.0026 hartree
Kohn-Sham gap (alpha / beta) ... 8.23 / 7.94 eV
Charge ... 0
HOMO energy (alpha / beta) ... -8.00 / -7.87 eV

=====

*ii*
Molecular formula: C3H4S
Method: DFT, ωB97M-V/def2-TZVPD

Geometry as XYZ:
```
8
C3H4S, DFT ωB97M-V/def2-TZVPD
C 2.46014 1.21555 0.33572
C -0.99331 -0.79177 0.13339
C -0.61909 0.47846 -0.26279
S 2.49567 -0.27500 0.01114
H -0.60683 -1.33354 0.95283
H -1.91246 -1.27640 -0.23686
H -1.07182 0.86273 -1.10272
H 0.24769 1.11998 0.16927
```

Results
Spin multiplicity ... 1
LUMO energy ... -0.0055 hartree
Kohn-Sham gap ... 9.77 eV
Charge ... 0
HOMO energy ... -9.92 eV

=====

So which one is most stable? That would be *ii*, about 15.7 kcal/mol below the next structure.

=====

*i*
Molecular formula: C3H10N2
Method: DFT, ωB97M-V/def2-TZVPD

Geometry as XYZ:
```
15
C3H10N2, DFT ωB97M-V/def2-TZVPD
C -2.13904 -1.51521 -1.06992
N -2.11101 -1.86414 -2.50341
H -1.94055 -0.45867 -1.10307
H -1.39113 -2.10785 -0.45966
H -3.02838 -1.78038 -0.55853
H -1.21037 -1.65897 -2.97974
H -2.85041 -2.28490 -3.03813
C 2.57530 1.16594 2.17375
C 1.41309 0.99959 1.56165
N 0.76935 1.62966 0.45789
H 2.98164 2.12686 2.39080
H 3.10242 0.34161 2.60750
H 0.95148 -0.02475 1.50032
H 0.70010 0.92742 -0.26726
H 1.11488 2.50419 0.07617
```

Results
Spin multiplicity ... 1
LUMO energy ... 0.0336 hartree
Kohn-Sham gap ... 9.39 eV
Charge ... 0
HOMO energy ... -8.47 eV

=====

*ii*
Molecular formula: C3H10N2
Method: DFT, ωB97M-V/def2-TZVPD

Geometry as XYZ:
```
15
C3H10N2, DFT ωB97M-V/def2-TZVPD
C 4.65826 -0.22283 -1.31681
N 4.59545 -0.76585 -2.68579
H 4.99882 -1.00757 -0.63919
H 5.33771 0.61652 -1.20942
H 3.65846 0.02734 -0.98644
H 4.49660 0.02507 -3.31850
H 5.51977 -1.12702 -2.90080
C -4.80064 0.19762 2.41318
C -3.43351 0.44765 0.55684
N -4.59502 0.27063 0.98903
H -5.66815 0.80068 2.66151
H -5.00818 -0.83281 2.71136
H -3.94517 0.49495 3.03945
H -3.25919 0.49666 -0.52240
H -2.55521 0.57896 1.20795
```

Results
Spin multiplicity ... 1
LUMO energy ... 0.0413 hartree
Kohn-Sham gap ... 10.71 eV
Charge ... 0
HOMO energy ... -9.58 eV

=====

*iii*
Molecular formula: C3H10N2
Method: DFT, ωB97M-V/def2-TZVPD

Geometry as XYZ:
```
15
C3H10N2, DFT ωB97M-V/def2-TZVPD
C 0.14131 0.90672 -1.02178
C 0.32993 -0.08926 0.10968
C -0.99754 -0.46916 0.76199
N -0.81837 -0.93739 2.14630
N 1.35643 1.18680 -1.79857
H -0.63284 0.51868 -1.69826
H -0.26319 1.85399 -0.67136
H 0.81385 -0.97402 -0.31332
H 1.00280 0.28729 0.87943
H -1.49976 -1.22431 0.14139
H -1.62422 0.41577 0.79620
H -1.45357 -1.69748 2.35089
H 0.10749 -1.33763 2.28028
H 2.17919 0.88424 -1.29173
H 1.35849 0.67575 -2.67112
```

Results
Spin multiplicity ... 1
LUMO energy ... 0.0421 hartree
Kohn-Sham gap ... 10.34 eV
Charge ... 0
HOMO energy ... -9.19 eV

=====

*iv*
Molecular formula: C3H10N2
Method: DFT, ωB97M-V/def2-TZVPD

Geometry as XYZ:
```
15
C3H10N2, DFT ωB97M-V/def2-TZVPD
C 3.26918 -0.50839 -0.12263
N 2.86657 0.42301 -0.97650
H 2.86099 -1.52253 -0.01761
H 4.18754 -0.37375 0.37267
H 3.27093 1.30913 -0.58251
C -2.39569 0.95458 1.18216
C -2.40056 -0.16928 0.10140
N -0.99550 -0.61568 -0.32171
H -1.82444 1.79001 0.86812
H -3.43229 1.30352 1.13506
H -1.77154 0.54605 1.99428
H -2.78592 -1.12231 0.54094
H -2.91987 0.04079 -0.78641
H -0.67191 -1.64689 -0.04116
H -0.84858 -0.63675 -1.36149
```

Results
Spin multiplicity ... 1
LUMO energy ... 0.0396 hartree
Kohn-Sham gap ... 9.91 eV
Charge ... 0
HOMO energy ... -8.83 eV

=====

So which one is most stable? That would be *iii*, about 23.5 kcal/mol below the next structure.

=====

*i*
Molecular formula: C6H12OS
Method: DFT, ωB97M-V/def2-TZVPD

Geometry as XYZ:
```
20
C6H12OS, DFT ωB97M-V/def2-TZVPD
C 0.23469 -1.33902 -0.44574
C 0.74198 0.81993 -1.45700
C 0.85366 0.59304 1.12855
C 2.55782 -0.44914 -0.21005
C -3.77723 -0.36718 0.85986
C 1.04297 -0.10801 -0.19334
O -0.10229 -2.10714 -1.23957
S -2.60787 0.74261 0.17278
H 1.05571 1.86479 -1.12490
H -0.37414 0.85810 -1.71895
H 1.43277 0.36428 -2.32731
H 1.70871 0.59178 1.79362
H -0.11136 0.15137 1.58398
H 0.60649 1.62133 0.85568
H 2.93042 -1.53365 -0.29692
H 2.97325 0.11218 -1.03840
H 3.04975 -0.04697 0.70107
H -3.52869 -0.49157 1.92252
H -3.85221 -1.30502 0.24376
H -4.83443 0.02833 0.79035
```

Results
Spin multiplicity ... 1
LUMO energy (alpha / beta) ... -0.0661 / -0.0657 hartree
Kohn-Sham gap (alpha / beta) ... 4.86 / 4.88 eV
Charge ... 0
HOMO energy (alpha / beta) ... -6.66 / -6.67 eV

=====

*ii*
Molecular formula: C6H12OS
Method: DFT, ωB97M-V/def2-TZVPD

Geometry as XYZ:
```
20
C6H12OS, DFT ωB97M-V/def2-TZVPD
C -2.44257 -0.54958 0.91252
C -1.60666 -0.64194 -0.08736
C 0.97236 0.49233 -1.70531
C 0.32399 1.62937 0.42176
C -0.11922 -0.85948 0.33795
C 0.76812 0.37985 -0.24474
O 0.31783 -2.09639 -0.19809
S 2.52693 -0.13471 0.35877
H -3.51948 -0.59039 0.81561
H -2.10834 -0.73704 1.88419
H -1.97681 -0.39199 -1.12356
H 1.13678 -0.49568 -2.14693
H 0.08295 0.92774 -2.21490
H 1.82351 1.24748 -1.84578
H 1.02207 2.04399 1.15503
H -0.55423 1.22551 1.01908
H -0.07262 2.31093 -0.21619
H -0.05286 -0.88105 1.36181
H 1.26707 -2.05366 0.04611
H 2.21120 -0.82530 1.47003
```

Results
Spin multiplicity ... 1
LUMO energy ... 0.0257 hartree
Kohn-Sham gap ... 10.04 eV
Charge ... 0
HOMO energy ... -9.34 eV

=====

So which one is most stable? That would be *ii*, about 62.8 kcal/mol below the next structure.

=====

*i*
Molecular formula: C5H11N3O
Method: DFT, ωB97M-V/def2-TZVPD

Geometry as XYZ:
```
20
C5H11N3O, DFT ωB97M-V/def2-TZVPD
C -0.91835 -1.03801 1.90337
N -0.96535 -0.27691 0.67261
C 1.01602 0.98084 0.51535
N 0.52425 2.27146 0.47540
O 1.75391 0.57445 1.39886
H -1.78517 0.31427 0.56977
H -0.24026 2.42595 -0.16580
H 0.36044 2.63925 1.40117
H 0.08887 -1.43957 2.04626
H -1.65287 -1.84998 1.90475
H -1.12587 -0.38169 2.75271
C -0.53399 -0.88010 -0.67623
C 2.04151 0.23453 -1.52674
C -1.26790 -0.82442 -1.82662
N 1.00056 0.38853 -0.81541
H -0.03206 -1.81931 -0.44711
H 1.90851 -0.19800 -2.52362
H 3.01794 0.50985 -1.11786
H -1.83592 0.06440 -2.07884
H -1.35427 -1.69554 -2.46203
```

Results
Spin multiplicity ... 1
LUMO energy ... 0.0192 hartree
Kohn-Sham gap ... 7.74 eV
Charge ... 0
HOMO energy ... -7.21 eV

=====

*ii*
Molecular formula: C5H11N3O
Method: DFT, ωB97M-V/def2-TZVPD

Geometry as XYZ:
```
20
C5H11N3O, DFT ωB97M-V/def2-TZVPD
C 1.94871 -0.77439 -1.59310
C -1.14897 1.08778 -0.88615
N 1.87906 0.12748 -0.46249
C 0.35160 -0.34647 0.75485
C -0.55923 0.22971 0.12582
N 0.87842 -1.23339 1.61802
C -2.89351 -0.27125 1.62531
O 1.91386 1.42742 -0.99381
N -1.67455 -0.27718 1.91441
H 2.11244 1.97842 -0.22293
H 0.25832 -1.37941 2.40976
H 1.84458 -1.02945 1.84003
H 2.92047 -0.67611 -2.09497
H 1.85389 -1.79553 -1.22135
H 1.16286 -0.57953 -2.33377
H -0.37454 1.43701 -1.58162
H -1.90514 0.57384 -1.48619
H -1.61496 1.97034 -0.43648
H -3.29253 0.00448 0.62928
H -3.66080 -0.47378 2.39542
```

Results
Spin multiplicity ... 1
LUMO energy (alpha / beta) ... 0.0251 / 0.0265 hartree
Kohn-Sham gap (alpha / beta) ... 7.90 / 7.87 eV
Charge ... 0
HOMO energy (alpha / beta) ... -7.22 / -7.15 eV

=====

So which one is most stable? That would be *i*, about 100.3 kcal/mol below the next structure.